(1)
# C6H6O3

An isolated molecule of C6H6O3 (wB97M-V/def2-TZVPD, the OMol25 dataset).

Structure (ORCA input):
```
! RIJCOSX wB97M-V def2-TZVPD def2/J DEFGRID3
* xyz 0 1
C -1.7134 1.4598 0.4520
C -0.9520 0.5973 -0.1329
O 0.1411 0.9861 -0.8548
C 1.5797 0.7393 -0.4500
C 1.7140 -0.8500 -0.0056
C 0.7348 -1.7282 0.0559
O -0.6900 -1.8274 -0.1590
C -1.5956 -0.7692 -0.1659
O -2.8686 -0.9661 -0.6369
H -2.4810 1.5127 1.0962
H -1.0181 2.3836 0.5581
H 2.0717 1.2051 -1.3378
H 1.6182 1.1021 0.7700
H 2.5940 -1.0879 0.4738
H 0.8651 -2.7574 0.3368
*
```

The value obtained for the HOMO energy is -9.73 eV. The value obtained for the molar mass is 126.11 g/mol.


(2)
# C3H4N2S

An isolated molecule of C3H4N2S (wB97M-V/def2-TZVPD, the OMol25 dataset).

Structure (ORCA input):
```
! RIJCOSX wB97M-V def2-TZVPD def2/J DEFGRID3
* xyz 0 1
N 2.6255 -0.0180 -0.0446
C 1.5625 -0.4861 -0.0384
C 0.1862 -0.9828 0.0112
C -0.8858 0.0859 -0.0344
N -0.4648 1.3454 -0.0202
S -2.4599 -0.3602 -0.0313
H 0.0121 -1.6849 -0.8073
H 0.0613 -1.5282 0.8992
H -1.1615 2.0762 -0.0279
H 0.5243 1.5528 0.0937
*
```

The value obtained for the HOMO energy is -8.91 eV. The value obtained for the molar mass is 100.15 g/mol.


(3)
# C49H47AlClN4O3STe

A structure of composition C49H47AlClN4O3STe (wB97M-V/def2-TZVPD, the OMol25 dataset).

Structure (ORCA input):
```
! RIJCOSX wB97M-V def2-TZVPD def2/J DEFGRID3
* xyz 0 2
Al -0.0934 -0.2030 1.7504
C 5.7980 -2.7989 -6.4390
C 4.8928 -2.3760 -5.3146
C 3.8941 -1.4369 -5.5125
C 3.0268 -1.0578 -4.4908
C 1.9362 -0.0716 -4.8290
C 3.1854 -1.6206 -3.2133
Te 1.7670 -1.0928 -1.6406
N 1.3778 -0.3469 0.6436
C 2.6503 -0.4679 0.9357
O 3.4809 -0.8371 0.0294
C 3.2837 -0.1985 2.2675
C 4.3828 -0.9725 2.6335
C 4.9769 -0.8097 3.8745
C 4.4933 0.1465 4.7559
C 3.4200 0.9421 4.3868
C 2.8190 0.7716 3.1500
C 2.2281 0.9724 -1.8760
C 3.5574 1.3656 -1.9477
C 3.8824 2.7100 -2.0526
C 2.8713 3.6575 -2.1066
C 1.5437 3.2615 -2.0454
C 1.1954 1.9173 -1.9293
C -0.2541 1.5124 -1.8985
C 4.1712 -2.5979 -3.0072
C 4.3156 -3.3090 -1.6865
C 5.0098 -2.9508 -4.0556
H 5.5710 -2.2515 -7.3527
H 5.6843 -3.8650 -6.6433
H 6.8445 -2.6254 -6.1829
H 3.7683 -0.9941 -6.4954
H 1.7113 -0.1133 -5.8945
H 2.2334 0.9496 -4.5827
H 1.0219 -0.2955 -4.2778
H 4.7497 -1.7139 1.9377
H 5.8090 -1.4411 4.1578
H 4.9505 0.2680 5.7294
H 3.0356 1.6933 5.0656
H 1.9842 1.3975 2.8699
H 4.3411 0.6207 -1.9061
H 4.9201 3.0161 -2.0868
H 3.1156 4.7086 -2.2063
H 0.7597 4.0110 -2.0883
H -0.9026 2.3780 -1.7520
H -0.4420 0.8001 -1.0971
H -0.5415 1.0373 -2.8391
H 4.3313 -2.5975 -0.8649
H 5.2324 -3.8972 -1.6614
H 3.4725 -3.9867 -1.5297
H 5.7687 -3.7093 -3.8920
Cl -0.8005 -2.7331 3.4656
C 0.3136 -1.3040 3.4350
H 1.2963 -1.7645 3.3780
H 0.2504 -0.8638 4.4309
C -6.4118 -6.1460 -0.9461
C -5.4330 -5.2524 -0.2235
C -4.0700 -5.4740 -0.4012
C -3.1418 -4.7381 0.3116
C -3.5530 -3.7418 1.1767
C -4.9066 -3.4491 1.3042
N -5.3985 -2.4502 2.1524
C -4.8063 -1.4879 2.9487
C -5.4901 -1.2034 4.1480
C -4.9979 -0.3339 5.0904
C -3.7810 0.3007 4.8661
C -3.1390 0.0852 3.6686
C -3.6287 -0.7702 2.6738
C -2.9921 -0.7534 1.3091
O -3.6617 -0.8530 0.3129
O -1.6755 -0.5752 1.2209
C -5.8626 -4.2353 0.6299
C -7.3318 -3.9854 0.8644
H -5.8730 -6.8348 -1.5944
H -7.1046 -5.5724 -1.5639
H -6.9952 -6.7385 -0.2382
H -3.7386 -6.2433 -1.0876
H -2.0852 -4.9470 0.2029
H -2.8210 -3.2217 1.7742
H -6.3455 -2.6334 2.4331
H -6.4195 -1.7252 4.3495
H -5.5447 -0.1572 6.0074
H -3.3509 0.9607 5.6078
H -2.2095 0.5978 3.4946
H -7.6046 -2.9535 0.6285
H -7.6068 -4.1876 1.9059
H -7.9460 -4.6354 0.2495
S -0.8807 6.3628 1.6818
C -0.6297 4.6148 1.5834
C 0.5990 4.0079 1.3442
C 0.6867 2.6360 1.3670
N -0.3521 1.8301 1.6324
C -1.5497 2.4137 1.8114
C -1.7231 3.7783 1.8114
C -0.3896 6.9111 0.0488
C -1.3572 7.4968 -0.7544
C -0.9724 7.9776 -1.9986
N 0.2686 7.8938 -2.4642
C 1.1848 7.3316 -1.6845
C 0.9150 6.8345 -0.4169
H 1.4887 4.5864 1.1513
H 1.6263 2.1400 1.1562
H -2.3996 1.7588 1.9348
H -2.7031 4.2017 1.9794
H -2.3803 7.5752 -0.4141
H -1.6969 8.4515 -2.6511
H 2.1926 7.2933 -2.0838
H 1.7080 6.4253 0.1909
*
```

The value obtained for the HOMO energy (spin up / spin down) is -6.64 / -7.27 eV. The value obtained for the molar mass is 962.04 g/mol.


(4)
# C4H9NOS

An isolated molecule of C4H9NOS (wB97M-V/def2-TZVPD, the OMol25 dataset).

Structure (ORCA input):
```
! RIJCOSX wB97M-V def2-TZVPD def2/J DEFGRID3
* xyz 0 1
C -0.6421 -1.5782 1.4012
C 0.2251 -0.5950 0.5926
C 0.4975 -1.0323 -0.8565
O -0.5228 0.6533 0.5696
N 0.2334 1.7019 0.0430
C -0.1752 2.2630 -1.1098
S 0.2372 3.7437 -1.7373
H -0.1242 -2.5279 1.5379
H -0.8946 -1.0114 2.3024
H -1.5582 -1.6330 0.7939
H 1.1851 -0.3968 1.1009
H -0.4625 -1.1704 -1.3486
H 1.0800 -1.9640 -0.9541
H 1.0375 -0.2612 -1.4133
H 0.6108 2.2657 0.8143
H -0.7268 1.5425 -1.7362
*
```

The value obtained for the HOMO energy is -8.57 eV. The value obtained for the molar mass is 119.19 g/mol.


(5)
# H4NP3

A cluster of 2 separate species, H4NP3 in total (wB97M-V/def2-TZVPD, the OMol25 dataset).

Structure (ORCA input):
```
! RIJCOSX wB97M-V def2-TZVPD def2/J DEFGRID3
* xyz 0 1
N -1.5943 -1.0244 0.2009
P -1.8696 0.4770 0.2628
P 1.3589 0.8750 -0.0072
P 0.8895 -1.2410 -0.1944
H -3.3783 0.6910 0.3821
H 2.6759 0.6007 -0.3846
H 1.8245 0.5678 1.2048
H 0.0933 -0.9460 -1.4643
*
```

The value obtained for the HOMO energy (spin up / spin down) is -8.28 / -8.58 eV. The value obtained for the molar mass is 110.96 g/mol.


(6)
# C23H24N2O2

An isolated molecule of C23H24N2O2 (wB97M-V/def2-TZVPD, the OMol25 dataset).

Structure (ORCA input):
```
! RIJCOSX wB97M-V def2-TZVPD def2/J DEFGRID3
* xyz 0 1
O 0.1600 1.4047 -3.8721
C -0.3277 1.0782 -2.8046
C -0.2824 1.9176 -1.6017
C 0.7267 2.7763 -1.4110
C 0.8958 3.6709 -0.2817
C 2.0329 4.4816 -0.2272
C 2.2424 5.3392 0.8350
C 1.3210 5.4028 1.8676
C 0.1884 4.6044 1.8284
C -0.0256 3.7464 0.7676
N -0.9845 -0.1319 -2.7327
C -1.3217 -0.9635 -1.6741
C -1.7336 -2.2189 -1.9309
C -2.0516 -3.2776 -0.9878
C -1.9122 -4.6000 -1.4218
C -2.1676 -5.6600 -0.5754
C -2.5833 -5.4258 0.7252
C -2.7516 -4.1223 1.1616
C -2.4921 -3.0581 0.3185
C -1.2015 -0.4332 -0.2681
O -2.1003 0.2122 0.2474
N -0.0675 -0.7535 0.3779
C 1.0647 -1.4421 -0.1929
C 2.3055 -0.5497 -0.1236
C 2.5727 -0.1415 1.3224
C 1.3399 0.5509 1.8963
C 0.1189 -0.3552 1.7582
H -1.1131 1.8472 -0.9218
H 1.5137 2.8025 -2.1564
H 2.7531 4.4343 -1.0316
H 3.1260 5.9600 0.8596
H 1.4837 6.0723 2.6992
H -0.5322 4.6519 2.6315
H -0.9119 3.1309 0.7546
H -1.0574 -0.5737 -3.6452
H -1.7805 -2.5195 -2.9728
H -1.5883 -4.7916 -2.4354
H -2.0462 -6.6729 -0.9312
H -2.7865 -6.2532 1.3887
H -3.0960 -3.9313 2.1676
H -2.6675 -2.0555 0.6693
H 0.8488 -1.7172 -1.2253
H 1.2381 -2.3624 0.3793
H 3.1602 -1.0882 -0.5347
H 2.1373 0.3428 -0.7300
H 3.4328 0.5279 1.3697
H 2.8034 -1.0307 1.9142
H 1.1613 1.4827 1.3575
H 1.4919 0.7922 2.9490
H 0.2517 -1.2594 2.3645
H -0.7884 0.1590 2.0793
*
```

The value obtained for the HOMO energy is -8.01 eV. The value obtained for the molar mass is 360.46 g/mol.


What DFT total energy values result from the calculations? In sequence: -12455.785; -16991.048; -100929.581; -18664.797; -29416.634; -31316.250 eV.
What F_max values result from the calculations? In sequence: 8.87; 1.66; 1.33; 2.18; 4.39; 0.77 eV/A.
What relative energy (zero: lowest compared OMol25 entry of this formula, charge and spin) values result from the calculations? In sequence: 513.2; 42.8; 1.5; 263.4; 291.4; 61.3 kJ/mol.